Entry 1:
11
Properties=species:S:1:pos:R:3:forces:R:3 method="wB97M-V/def2-TZVPD" total_energy_ha=-584.44183 relative_energy_kcal_mol=57.2 homo_energy_ev=-9.491 orbital_gap_ev=9.912
H -1.59929 2.71590 0.26135 -0.72 -1.57 0.82
N -2.05346 1.84081 0.65160 0.73 1.63 -1.00
P -1.28815 0.51542 0.56948 0.27 0.35 0.03
N 0.35180 0.56439 0.36905 1.16 1.77 -1.86
N -1.82941 -0.90334 0.80776 -0.40 0.07 -0.33
H -2.85844 -0.85622 0.73181 0.61 -0.25 0.33
H 0.75379 1.38178 -0.23879 -1.26 -1.97 1.85
H 0.84750 -0.27724 0.08941 -0.40 0.06 0.05
O 2.53809 -1.34944 -1.08447 0.07 1.77 -0.69
H 2.27377 -1.80734 -0.29587 0.32 -1.29 -0.23
H 2.86379 -1.82472 -1.86132 -0.38 -0.58 1.03

---

Entry 2:
11
Properties=species:S:1:pos:R:3:forces:R:3 method="wB97M-V/def2-TZVPD" smiles=C#C[C@@H]1C[C@H]1Cl total_energy_ha=-653.58322 relative_energy_kcal_mol=61.2 homo_energy_ev=-8.921 orbital_gap_ev=9.939
C 2.19883 1.30303 -0.19367 -0.70 -1.69 0.38
C 1.22158 0.69033 0.24891 3.88 2.07 -1.71
C 0.04556 0.07450 0.66635 -3.02 -0.37 -1.76
C -0.52571 -1.21601 0.13317 0.43 -0.30 -1.63
C -1.16442 0.02416 -0.47347 1.74 -2.02 3.77
Cl -2.75336 0.41018 0.04077 -0.41 0.52 -0.19
H 3.20144 1.56272 -0.61294 -1.69 -0.12 0.76
H -0.47048 0.52669 1.46429 -0.11 -0.01 1.50
H 0.02071 -1.74454 -0.68426 0.10 0.44 1.11
H -1.03413 -1.94109 0.77811 -0.12 0.74 -0.14
H -0.74003 0.31003 -1.36724 -0.09 0.74 -2.10

---

Entry 3:
20
Properties=species:S:1:pos:R:3:forces:R:3 method="wB97M-V/def2-TZVPD" total_energy_ha=-328.20480 relative_energy_kcal_mol=71.6 homo_energy_ev=-8.500 orbital_gap_ev=9.451
C 2.03080 1.45375 -0.88659 -3.11 0.99 2.56
C 1.13529 0.30492 -0.60521 2.33 -4.02 -2.36
N 1.24732 -0.60001 0.29448 -2.02 1.26 -0.16
C 1.73952 -0.23334 1.59218 1.02 -0.03 -0.02
H 1.22183 1.95943 -0.12435 2.68 1.08 -1.23
H 1.92191 1.85876 -1.89007 -0.04 -0.04 0.26
H 3.05584 1.26708 -0.56959 -0.27 0.56 0.40
H 0.62233 -0.03037 -1.51221 -0.61 0.04 0.19
H 1.62328 -1.08531 2.25825 0.09 0.06 0.12
H 2.79840 0.04762 1.55608 0.10 0.02 0.27
H 1.18616 0.61759 2.00354 -0.02 -0.03 -0.03
C -1.97176 -1.52787 -0.25727 0.00 0.36 -0.05
C -2.26254 -0.07313 -0.60234 0.03 -0.17 -0.18
O -1.61391 0.83243 0.27754 -0.17 0.17 0.43
H -2.47213 -1.80211 0.67140 -0.08 -0.10 0.05
H -2.32440 -2.17527 -1.05532 -0.12 -0.15 -0.03
H -0.90116 -1.67067 -0.12556 0.07 0.00 -0.02
H -1.86369 0.17018 -1.59104 -0.12 -0.06 0.03
H -3.34611 0.11881 -0.61598 0.16 -0.03 -0.05
H -1.82698 0.56751 1.18207 0.08 0.08 -0.17

---

no.,LUMO (eV)
1,0.42
2,1.02
3,0.95